# 1
A cluster of 2 separate species, C3H11O in total in a non-equilibrium geometry, computed with ωB97M-V/def2-TZVPD.

XYZ file:
```
15
Properties=species:S:1:pos:R:3:forces:R:3
O 1.7086 -0.5973 -1.8647 -0.060 -0.420 0.132
H 2.4334 -0.4357 -1.2185 -0.111 0.091 -0.082
H 1.7068 -1.5521 -2.1020 0.176 0.101 -0.174
H 0.8384 -0.4264 -1.4216 0.037 0.296 0.189
C -0.0257 -0.8829 0.8321 1.159 2.317 1.482
C -0.8306 0.3951 1.1487 0.248 0.320 -0.309
C -1.0647 1.2560 -0.0925 0.251 -0.305 0.262
H 1.0502 -0.6660 0.9859 -0.093 0.128 -0.529
H -0.2286 -1.0940 -0.2097 -0.460 -1.328 -0.002
H -0.1720 -1.5519 1.6701 -0.533 -1.140 -0.781
H -0.3342 1.0204 1.8949 0.028 -0.276 0.097
H -1.7733 0.0909 1.5765 -0.397 -0.005 0.049
H -0.1459 1.7509 -0.4041 0.322 0.021 -0.100
H -1.4115 0.6213 -0.9203 -0.322 0.352 0.048
H -1.7509 2.0718 0.1253 -0.245 -0.153 -0.282
```
Forces are in eV/Å.

As for the net charge: +1. As for the relative energy (zero: lowest compared OMol25 entry of this formula, charge and spin): 0.479 eV. As for the largest force on an atom: 0.0580 Eh/bohr. The value obtained for the HOMO-LUMO gap is 10.366 eV.

Atomic partial charges in e from the natural (NBO) method, atoms 1 to 2: atom 1 (O): -0.753, atom 2 (H): 0.578

=====

# 2
A cluster of 2 separate species, C3H11O in total in a non-equilibrium geometry, computed with ωB97M-V/def2-TZVPD.

XYZ file:
```
15
Properties=species:S:1:pos:R:3:forces:R:3
O 1.9868 -0.1757 1.4881 -1.952 -1.075 -0.022
H 1.0148 -0.0902 1.6277 -0.013 0.008 -0.459
H 2.4606 0.2654 2.1836 1.347 0.712 0.343
H 2.2381 -0.2561 0.5515 0.487 0.381 0.009
C -0.8035 -1.3234 -0.8859 -0.079 2.794 1.593
C -1.2045 0.2605 -0.9419 0.717 -3.364 -1.831
C -0.4899 1.2469 -0.1109 0.428 0.702 1.334
H -1.1001 -1.5462 0.1625 0.275 -0.878 -0.787
H -1.2264 -1.9480 -1.6620 -0.680 0.120 0.200
H 0.2533 -1.4241 -1.0319 0.944 -0.138 0.186
H -1.1952 0.4824 -1.9668 0.287 0.780 -1.542
H -2.2331 0.1884 -0.7389 -1.409 0.587 0.774
H -1.0273 2.1936 -0.0633 0.125 0.208 -0.501
H 0.5976 1.5089 -0.2390 -0.966 -0.579 -0.362
H -0.6898 0.9275 0.9038 0.489 -0.258 1.067
```
Forces are in eV/Å.

As for the net charge: +1. As for the relative energy (zero: lowest compared OMol25 entry of this formula, charge and spin): 0.950 eV. As for the largest force on an atom: 0.0758 Eh/bohr. The value obtained for the HOMO-LUMO gap is 9.735 eV.

Atomic partial charges in e from the natural (NBO) method, atoms 1 to 2: atom 1 (O): -0.782, atom 2 (H): 0.586

=====

# 3
A cluster of 3 separate species, C3H11O3 in total in a non-equilibrium geometry, computed with ωB97M-V/def2-TZVPD.

XYZ file:
```
17
Properties=species:S:1:pos:R:3:forces:R:3
C 0.2532 0.1420 -0.7775 0.099 1.357 0.269
O 0.0615 -0.4280 0.4422 0.126 -0.157 0.026
C -0.5665 1.5131 -0.9487 -0.162 -1.089 1.734
C -0.1579 2.3240 -2.1420 0.422 1.381 2.097
H 1.3526 0.3789 -1.0208 -0.758 0.152 0.403
H -0.0030 -0.5230 -1.5982 -0.503 -0.365 -0.547
H -1.6381 1.4008 -0.8159 -0.522 -0.944 -0.862
H -0.4705 2.0635 -0.0023 0.988 0.180 -0.108
H -0.9022 3.1572 -2.3463 1.409 -0.584 0.208
H 0.9017 2.5668 -1.8120 -1.125 0.730 -1.205
H -0.1062 1.6857 -2.9608 0.107 -0.982 -1.812
H 0.3054 0.0450 2.9800 1.033 -0.281 0.178
H 0.9332 -0.5372 1.8284 0.261 0.146 -0.849
O 1.1841 -0.3438 2.7617 -1.124 0.372 0.830
H -0.3835 -1.9247 0.4891 -1.359 0.127 -1.058
H -0.1364 -3.3578 0.6337 -0.641 -0.471 -0.295
O -0.8739 -2.8320 0.2753 1.751 0.429 0.991
```
Forces are in eV/Å.

As for the net charge: -1. As for the relative energy (zero: lowest compared OMol25 entry of this formula, charge and spin): 0.839 eV. As for the largest force on an atom: 0.0495 Eh/bohr. The value obtained for the HOMO-LUMO gap is 7.955 eV.

Atomic partial charges in e from the natural (NBO) method, atoms 1 to 2: atom 1 (C): 0.002, atom 2 (O): -0.958

=====

# 4
The molecule C3H11OP3, computed with ωB97M-V/def2-TZVPD.

XYZ file:
```
18
Properties=species:S:1:pos:R:3:forces:R:3
C -2.5719 0.7686 1.0119 0.119 -0.185 -0.118
C -1.6763 -0.2265 0.2876 0.212 0.169 0.097
C -0.2041 0.1100 0.4719 -0.231 0.062 0.009
O 0.5529 -0.8558 -0.2319 -0.197 -0.296 -0.267
P 2.3448 -2.1363 -1.9594 -0.257 0.120 -0.813
P 2.3630 1.1497 -1.5027 -0.559 0.129 -0.466
P 2.1917 -0.7056 -0.3285 0.094 0.082 0.943
H -2.3656 0.7624 2.0798 -0.039 0.051 0.137
H -2.4066 1.7755 0.6359 -0.044 0.150 -0.002
H -3.6167 0.5109 0.8611 -0.111 0.059 0.043
H -1.8973 -0.2274 -0.7811 0.013 -0.059 -0.007
H -1.8485 -1.2359 0.6655 0.012 -0.027 -0.054
H 0.0136 1.1105 0.0682 -0.088 -0.041 0.085
H 0.0663 0.1005 1.5346 0.016 0.035 0.007
H 2.0146 -3.1853 -1.1008 -0.095 -0.356 0.265
H 3.7133 -2.3128 -1.7491 0.490 -0.081 0.018
H 3.6830 0.8564 -1.8303 0.548 -0.150 -0.208
H 2.7581 1.8994 -0.3944 0.119 0.337 0.333
```
Forces are in eV/Å.

As for the net charge: 0. As for the SMILES: CCCOP(P)#[PH2]. As for the relative energy (zero: lowest compared OMol25 entry of this formula, charge and spin): 0.000 eV. As for the largest force on an atom: 0.0185 Eh/bohr. The value obtained for the HOMO-LUMO gap is 9.088 eV.

Atomic partial charges in e from the natural (NBO) method, atoms 1 to 2: atom 1 (C): -0.606, atom 2 (C): -0.409

=====

# 5
A cluster of 3 separate species, C3H12 in total, computed with ωB97M-V/def2-TZVPD.

XYZ file:
```
15
Properties=species:S:1:pos:R:3:forces:R:3
C 1.0381 2.9652 3.3079 -0.035 0.233 -0.463
H 1.3146 3.5925 4.1512 0.162 -0.316 0.132
H 1.4460 3.4256 2.4081 -0.114 0.076 -0.030
H 1.4262 1.9514 3.3517 0.095 -0.001 0.403
H -0.0470 2.9461 3.2538 -0.122 -0.016 -0.065
C 0.3339 -2.9595 -3.4631 -0.348 0.512 -0.071
H 0.8062 -3.0181 -2.4839 0.188 -0.350 -0.130
H 0.8703 -3.4824 -4.2478 0.270 -0.168 0.229
H -0.6774 -3.3715 -3.4203 0.090 0.167 0.037
H 0.3162 -1.9021 -3.7483 -0.215 -0.137 -0.027
C -1.3941 -0.0044 0.1930 -0.152 -0.250 -0.097
H -0.4024 -0.1699 0.7219 0.193 0.147 -0.543
H -1.3610 1.0849 0.0391 0.014 0.446 0.574
H -1.2150 -0.8502 -0.5501 -0.068 -0.390 0.601
H -2.4546 -0.2078 0.4867 0.043 0.046 -0.549
```
Forces are in eV/Å.

As for the net charge: +1. As for the expectation value of S²: 0.751. As for the spin multiplicity: 2. As for the relative energy (zero: lowest compared OMol25 entry of this formula, charge and spin): 0.000 eV. As for the largest force on an atom: 0.0141 Eh/bohr. The value obtained for the HOMO-LUMO gap (spin up / spin down) is 11.750 / 3.577 eV.

Atomic partial charges in e from the natural (NBO) method, atoms 1 to 2: atom 1 (C): -0.854, atom 2 (H): 0.239

=====

# 6
The ion C3H12BN2O with charge +1 in a non-equilibrium geometry, computed with ωB97M-V/def2-TZVPD.

XYZ file:
```
19
Properties=species:S:1:pos:R:3:forces:R:3
B -0.3926 1.1218 0.9305 0.007 2.548 4.608
C -0.7369 2.5087 1.5933 0.058 0.797 0.918
C 0.9147 -2.3855 -1.1184 3.676 -2.188 -1.802
C -0.7641 -0.5389 -0.8954 0.933 -0.256 -0.353
N -0.9237 0.7600 -0.3495 -0.638 -2.366 -2.120
N 0.7166 -0.9528 -0.8905 1.336 -0.434 -0.046
O 0.5918 0.3202 1.3738 1.195 -1.808 -0.985
H -1.6656 3.0461 1.3810 -0.836 -0.961 0.457
H -0.2129 3.3389 1.1568 1.631 0.488 -0.801
H -0.4618 2.6780 2.6927 -0.701 -0.791 -1.448
H 0.3152 -2.8631 -0.4127 -1.369 -1.416 0.532
H 0.8745 -2.7010 -2.2550 -0.623 0.739 2.465
H 2.0253 -2.7223 -0.7995 -2.391 1.227 -0.701
H -1.3491 -1.4129 -0.4326 0.528 1.182 0.772
H -1.0232 -0.6938 -1.9044 -0.754 0.716 -1.596
H -1.7695 1.2877 -0.4708 -0.964 0.203 -1.142
H 1.3872 -0.5903 -1.5766 -0.920 1.334 -0.571
H 1.1942 -0.7130 -0.0145 -0.599 0.229 0.768
H 1.2798 0.5121 1.9917 0.431 0.756 1.044
```
Forces are in eV/Å.

As for the net charge: +1. As for the expectation value of S²: 2.005. As for the spin multiplicity: 3. As for the largest force on an atom: 0.1024 Eh/bohr. The value obtained for the HOMO-LUMO gap (spin up / spin down) is 4.306 / 6.935 eV.

Atomic partial charges in e from the natural (NBO) method, atoms 1 to 2: atom 1 (B): 0.604, atom 2 (C): -1.010